# C35H63N7O28

A 14-piece molecular cluster, C35H63N7O28 overall (ωB97M-V with the def2-TZVPD basis set, OMol25).

The geometry in XYZ format:
```
133
C35H63N7O28 | OMol25 | ωB97M-V with the def2-TZVPD basis set
O -1.065 -5.336 0.363
C -1.116 -6.441 -0.067
O -2.070 -6.742 -0.990
C -2.112 -8.111 -1.249
C -0.745 -8.695 -0.821
C -0.298 -7.685 0.169
H -2.411 -8.204 -2.312
H -2.936 -8.464 -0.543
H -0.061 -8.766 -1.685
H -0.807 -9.721 -0.391
H 0.776 -7.418 0.064
H -0.532 -7.951 1.187
O -3.448 1.721 -4.030
C -3.316 0.556 -4.277
O -2.048 -0.011 -4.478
C -2.224 -1.390 -4.655
C -3.577 -1.790 -4.112
C -4.351 -0.481 -4.503
H -1.447 -1.927 -4.126
H -2.111 -1.527 -5.711
H -3.583 -1.708 -3.059
H -3.994 -2.744 -4.419
H -5.292 -0.362 -3.949
H -4.651 -0.381 -5.519
O 0.169 5.525 -2.104
C 0.108 5.105 -3.227
O -0.394 3.833 -3.338
C -0.463 3.477 -4.756
C -0.315 4.710 -5.508
C 0.395 5.673 -4.590
H -1.429 2.977 -4.911
H 0.390 2.738 -4.832
H -1.330 5.088 -5.778
H 0.286 4.502 -6.473
H -0.056 6.626 -4.814
H 1.419 5.804 -4.742
O 3.528 -1.590 4.353
C 2.780 -2.421 4.877
O 3.120 -3.736 4.952
C 2.115 -4.467 5.712
C 0.900 -3.473 6.026
C 1.491 -2.124 5.606
H 2.529 -4.841 6.556
H 1.805 -5.239 5.053
H 0.675 -3.690 7.001
H 0.054 -3.719 5.391
H 1.699 -1.425 6.437
H 0.890 -1.599 4.968
O 3.162 3.519 -3.866
C 3.540 3.882 -2.800
O 4.414 4.946 -2.716
C 4.719 5.229 -1.349
C 3.573 4.648 -0.576
C 3.045 3.422 -1.457
H 4.858 6.305 -1.268
H 5.691 4.922 -1.019
H 2.755 5.328 -0.454
H 3.849 4.159 0.376
H 1.966 3.198 -1.330
H 3.626 2.557 -1.282
O -3.096 4.322 1.850
C -3.201 4.125 0.691
O -2.879 2.939 0.163
C -2.953 2.952 -1.288
C -3.344 4.423 -1.719
C -3.829 5.002 -0.375
H -3.779 2.269 -1.555
H -1.935 2.568 -1.626
H -4.167 4.343 -2.444
H -2.523 4.895 -2.130
H -4.963 4.949 -0.208
H -3.646 6.080 -0.274
O 0.847 -0.656 0.004
C -0.309 -0.611 0.425
O -1.068 -1.706 0.504
C -2.291 -1.357 1.290
C -2.541 0.096 1.082
C -1.139 0.609 0.869
H -1.980 -1.511 2.366
H -3.075 -2.036 1.054
H -3.114 0.516 1.874
H -3.092 0.261 0.179
H -0.728 1.059 1.773
H -0.994 1.393 0.159
C 3.865 -0.427 1.722
N 4.163 0.083 0.358
O 4.031 -0.709 -0.513
O 4.581 1.246 0.226
H 4.348 -1.413 1.931
H 2.823 -0.687 1.706
H 4.207 0.326 2.463
C -0.644 -3.292 -1.950
N -0.556 -4.367 -3.015
O -1.402 -4.297 -3.924
O 0.269 -5.205 -2.876
H -0.115 -3.601 -1.109
H -1.699 -3.145 -1.766
H -0.288 -2.320 -2.321
C 0.210 4.715 1.206
N 0.919 5.230 2.460
O 1.710 6.123 2.338
O 0.681 4.715 3.526
H 0.733 3.818 0.919
H 0.464 5.415 0.409
H -0.798 4.496 1.385
C 2.346 1.556 5.075
N 1.369 1.386 3.990
O 1.690 1.673 2.861
O 0.216 0.952 4.226
H 3.226 1.882 4.648
H 2.416 0.498 5.476
H 2.066 2.357 5.772
C -2.644 1.334 5.931
N -2.692 -0.136 5.627
O -3.124 -0.404 4.533
O -2.350 -0.980 6.450
H -2.640 1.861 5.012
H -1.792 1.640 6.546
H -3.632 1.470 6.398
C 2.620 -0.110 -3.066
N 1.167 -0.309 -3.338
O 0.460 0.473 -2.729
O 0.748 -1.283 -3.974
H 2.505 -0.100 -1.969
H 2.821 0.892 -3.456
H 3.237 -0.929 -3.483
C 2.087 -4.357 0.695
N 1.262 -4.708 1.898
O 0.774 -3.838 2.582
O 1.170 -5.856 2.215
H 2.022 -5.166 -0.053
H 3.104 -4.286 1.024
H 1.724 -3.410 0.262
```

Values from the calculation:
* HOMO: -9.9 eV
* HOMO-LUMO gap: 9.939 eV
* E_tot: -105057.929 eV

***

# C22H28N4O4

C22H28N4O4 as an isolated structure (ωB97M-V with the def2-TZVPD basis set, OMol25).

The geometry in XYZ format:
```
58
C22H28N4O4 | OMol25 | ωB97M-V with the def2-TZVPD basis set
C 4.409 -2.155 -4.727
H 3.432 -2.750 -5.071
O 3.854 -1.270 -3.695
C 3.451 -1.725 -2.648
C 3.043 -0.747 -1.903
C 2.728 -1.104 -0.527
C 2.681 -2.387 -0.193
C 2.758 -3.559 -1.121
C 3.311 -3.198 -2.361
H 3.566 -3.846 -3.029
O 2.742 -4.956 -0.722
C 2.178 -5.435 0.345
H 2.742 -4.900 1.004
H 2.167 -6.367 0.384
H 1.087 -4.956 0.435
H 2.237 -2.704 0.841
C 2.300 0.036 0.466
N 1.071 -0.338 1.159
C 0.567 0.449 2.385
H 0.534 1.520 2.068
H 1.564 0.467 2.855
C -0.253 -0.182 3.213
N -1.528 -0.410 2.345
C -1.320 -0.607 1.017
O -2.663 -1.137 0.286
C -0.184 -0.519 0.283
C -0.226 0.576 -1.086
H 0.662 0.423 -1.318
C -0.471 1.896 -0.503
O 0.226 2.653 0.105
N -1.905 2.224 -0.722
C -2.926 1.503 -1.610
H -3.814 2.129 -1.394
H -2.581 1.530 -2.692
H -2.990 0.606 -1.151
C -2.261 3.557 -0.127
C -3.354 3.442 0.741
C -4.329 4.152 0.873
N -5.387 3.880 1.727
C -4.924 3.184 2.906
C -3.734 2.920 3.044
C -2.605 2.867 2.114
H -1.767 2.449 2.040
H -3.482 2.309 3.808
H -5.807 3.068 3.532
H -4.958 4.673 -0.164
H -2.679 4.341 -1.188
H -1.370 4.311 -0.031
H -1.068 -0.043 -1.602
H 0.156 -1.618 -0.213
H -2.532 -0.519 2.663
H -0.152 -1.125 3.554
H -0.951 0.552 3.976
H 2.335 1.039 0.120
H 3.016 0.033 1.408
H 3.386 0.331 -1.766
H 5.167 -2.895 -4.514
H 4.848 -1.665 -5.623
```

Values from the calculation:
* HOMO: -8.4 eV
* HOMO-LUMO gap: 8.089 eV
* energy relative to the best compared isomer or geometry (same formula, charge and spin): 544.9 kcal/mol
* E_tot: -37397.307 eV

***

# C22H18LiN4OP

C22H18LiN4OP as an isolated structure (ωB97M-V with the def2-TZVPD basis set, OMol25).

The geometry in XYZ format:
```
47
C22H18LiN4OP | OMol25 | ωB97M-V with the def2-TZVPD basis set
Li 0.202 2.429 0.101
N -0.215 1.537 2.037
C -1.112 0.375 2.184
C -1.993 0.411 3.281
C -2.938 -0.601 3.502
C -3.092 -1.546 2.509
C -2.267 -1.572 1.373
C -1.344 -0.535 1.115
P -0.660 -0.130 -0.542
C 0.858 -1.167 -0.575
C 2.183 -0.687 -0.728
C 3.226 -1.602 -0.673
C 3.050 -2.941 -0.841
C 1.674 -3.403 -0.896
C 0.600 -2.539 -0.798
C -1.793 -0.902 -1.625
C -3.151 -0.565 -1.443
C -4.142 -1.007 -2.338
C -3.830 -1.938 -3.305
C -2.486 -2.157 -3.574
C -1.480 -1.702 -2.745
H 0.766 1.269 2.193
H -0.398 2.090 2.850
H -1.933 1.210 4.071
H -3.563 -0.632 4.391
H -3.856 -2.275 2.628
H -2.432 -2.432 0.694
H 2.356 0.358 -0.671
H 4.211 -1.177 -0.548
H 3.925 -3.548 -0.996
H 1.550 -4.491 -1.056
H -0.370 -2.888 -0.766
H -3.503 -0.095 -0.558
H -5.210 -0.744 -2.130
H -4.577 -2.490 -3.846
H -2.196 -2.732 -4.419
H -0.443 -2.000 -2.898
N 3.482 3.114 1.869
C 2.912 3.353 0.691
O 1.943 2.657 0.320
C 3.374 4.470 -0.093
C 4.480 5.198 0.356
N 5.398 5.754 0.815
C 2.819 4.985 -1.246
N 2.276 5.440 -2.184
H 4.324 3.610 2.125
H 3.378 2.238 2.388
```

Values from the calculation:
* HOMO: -7.4 eV
* HOMO-LUMO gap: 7.261 eV
* energy relative to the best compared isomer or geometry (same formula, charge and spin): 22.4 kcal/mol
* E_tot: -40608.097 eV

***

# C4H7P

A 3-piece molecular cluster, C4H7P overall (ωB97M-V with the def2-TZVPD basis set, OMol25).

The geometry in XYZ format:
```
12
C4H7P | OMol25 | ωB97M-V with the def2-TZVPD basis set
C 0.957 0.197 -0.047
C -1.027 -1.330 -0.223
C -1.225 -0.626 1.079
C -0.421 0.050 -0.068
P 2.444 0.557 0.105
H 2.522 2.395 -1.444
H -0.299 -2.092 -0.491
H -1.926 -1.447 -0.867
H -2.232 -0.377 1.248
H -0.897 -1.117 2.073
H -1.002 0.898 -0.364
H 3.106 2.894 -1.001
```

Values from the calculation:
* HOMO: -8.9 eV
* HOMO-LUMO gap: 9.775 eV
* energy relative to the best compared isomer or geometry (same formula, charge and spin): 78.8 kcal/mol
* E_tot: -13545.855 eV

***

# C7H11NOS

C7H11NOS in the gas phase (ωB97M-V with the def2-TZVPD basis set, OMol25).

The geometry in XYZ format:
```
21
C7H11NOS | OMol25 | ωB97M-V with the def2-TZVPD basis set
C 1.666 0.093 4.026
C 1.459 -0.363 2.812
C 0.741 0.371 1.776
C 0.667 0.185 0.495
C 0.596 0.088 -0.773
C 1.624 0.795 -1.650
C -0.501 -0.720 -1.405
O -1.208 0.080 -2.294
S -2.671 0.596 -1.814
N -3.754 -0.554 -2.328
H 2.065 -0.439 4.860
H 1.109 0.906 4.490
H 1.832 -1.300 2.685
H 0.296 1.225 2.232
H 2.217 1.499 -0.990
H 2.422 0.090 -2.072
H 1.260 1.314 -2.531
H -1.094 -1.101 -0.527
H -0.057 -1.488 -2.019
H -4.511 -1.001 -1.767
H -4.160 -0.278 -3.205
```

Values from the calculation:
* HOMO: -8.6 eV
* structure (SMILES): C=CC=C=C(C)COSN
* HOMO-LUMO gap: 9.337 eV
* energy relative to the best compared isomer or geometry (same formula, charge and spin): 75.6 kcal/mol
* E_tot: -21806.351 eV

***

# C4H11N3O

C4H11N3O in the gas phase (ωB97M-V with the def2-TZVPD basis set, OMol25).

The geometry in XYZ format:
```
19
C4H11N3O | OMol25 | ωB97M-V with the def2-TZVPD basis set
H -1.303 -0.912 1.924
N -2.014 -0.980 1.206
C -1.629 -0.618 0.066
O -2.511 -0.763 -1.029
N -0.396 -0.297 -0.401
C -0.173 0.306 -1.701
N 0.529 -0.014 0.691
C 1.774 -0.735 0.522
C 0.729 1.401 0.941
H -3.280 -1.235 -0.681
H -0.493 1.352 -1.737
H 0.890 0.248 -1.936
H -0.739 -0.261 -2.435
H 2.421 -0.316 -0.262
H 1.550 -1.773 0.287
H 2.318 -0.702 1.466
H -0.243 1.884 1.037
H 1.306 1.905 0.154
H 1.263 1.508 1.885
```

Values from the calculation:
* HOMO: -8.9 eV
* structure (SMILES): [H]/N=C(/O)N(C)N(C)C
* HOMO-LUMO gap: 9.735 eV
* energy relative to the best compared isomer or geometry (same formula, charge and spin): 50.1 kcal/mol
* E_tot: -10843.037 eV